Molecular formula: C39H44SbTc
Method: DFT, the ωB97M-V functional and the def2-TZVPD basis

Calculated values
- E_HOMO (alpha / beta): -10.4375 / -10.5232 eV
- Multiplicity: 4
- Electronic energy: -1833.0381 hartree
- Orbital gap (alpha / beta): 6.9 / 6.4 eV
- Charge: +1

Atoms and positions in Å:
C1 1.182181 -2.274515 -0.191480
C2 1.728794 -1.575290 -1.324203
C3 0.846792 -1.766707 -2.435860
C4 -0.255371 -2.587684 -1.997615
C5 -0.072350 -2.863819 -0.589552
Tc1 -0.303943 -0.772443 -0.840937
C6 -3.785949 0.528851 -2.205196
C7 -3.085834 0.218243 -1.020750
H1 -2.997122 1.042151 -0.319262
C8 -2.397478 -1.040807 -0.753318
H2 -2.739615 -1.861286 -1.402040
H3 -2.475524 -1.325945 0.316747
C9 -3.777168 2.062548 -2.438348
H4 -3.011519 2.462037 -1.736179
H5 -3.368558 2.278557 -3.450753
H6 -4.660516 2.690766 -2.307034
C10 -3.177244 -0.099973 -3.443980
H7 -2.171133 -0.403810 -3.111390
H8 -3.611482 -1.006757 -3.886230
H9 -3.063358 0.641706 -4.256626
C11 3.080419 -0.966123 -1.384043
H10 3.302335 -0.448906 -0.449807
H11 3.864736 -1.723388 -1.531504
H12 3.133785 -0.220879 -2.178688
C12 1.123823 -1.334669 -3.834405
H13 1.606965 -0.355699 -3.826319
H14 1.782494 -2.040583 -4.361698
H15 0.191364 -1.260365 -4.399558
C13 -1.269617 -3.231680 -2.877550
H16 -1.449641 -2.622583 -3.765935
H17 -0.933180 -4.225230 -3.202445
H18 -2.210462 -3.376035 -2.346516
C14 -0.920091 -3.730274 0.268526
H19 -1.891002 -3.903563 -0.198417
H20 -0.429057 -4.695807 0.435404
H21 -1.075881 -3.259538 1.244750
C15 1.935089 -2.615648 1.045718
H22 1.256186 -2.893552 1.853881
H23 2.608633 -3.467536 0.865185
H24 2.542120 -1.770931 1.376429
C16 2.113434 1.922733 -2.543380
C17 0.795936 2.407589 -2.907135
C18 3.270518 2.257407 -3.085939
C19 0.744696 2.357933 -4.339490
H25 -0.208803 2.670893 -2.507325
C20 3.196186 2.583600 -4.479760
H26 4.227812 2.304538 -2.564345
C21 1.931776 2.485980 -5.089454
H27 -0.220094 2.253181 -4.853212
H28 4.083375 2.879838 -5.085027
H29 1.824453 2.551590 -6.204098
C22 -0.670489 4.714559 4.256028
C23 0.164822 4.705829 3.132693
C24 0.271131 3.553729 2.337070
C25 -0.448906 2.403800 2.676835
C26 -1.261637 2.398542 3.807232
C27 -1.388859 3.557690 4.592147
Sb1 -0.081868 0.564595 1.461508
C28 1.949351 0.430354 2.292630
C29 2.995708 0.907996 1.490427
C30 4.324374 0.741290 1.907791
C31 4.602988 0.137664 3.135189
C32 3.551977 -0.271430 3.967208
C33 2.219700 -0.092690 3.556236
C34 -1.501753 -0.682099 2.596258
C35 -1.103265 -1.818591 3.302210
C36 -2.068117 -2.636568 3.912352
C37 -3.428929 -2.312046 3.823711
C38 -3.822982 -1.159086 3.138145
C39 -2.860765 -0.341659 2.534674
H30 -0.762398 5.613672 4.869169
H31 0.738288 5.598898 2.871055
H32 0.925409 3.560269 1.463622
H33 -1.806382 1.498053 4.102727
H34 -2.044594 3.552195 5.463121
H35 2.787593 1.401210 0.536816
H36 5.136186 1.093054 1.262349
H37 5.639716 -0.002684 3.452988
H38 3.762793 -0.721557 4.936903
H39 1.407028 -0.377200 4.232413
H40 -0.045216 -2.080040 3.391541
H41 -1.750086 -3.528324 4.455274
H42 -4.176806 -2.955362 4.292301
H43 -4.880073 -0.886696 3.067827
H44 -3.185883 0.554495 2.001678

Atoms 1-2, force components in eV/Å:
0.178 -0.258 -0.731
-0.283 -1.159 0.127

Mulliken atomic charge list, values in e, 4 entries: number 1, C, carries 0.313; number 2, C, carries 0.616; number 3, C, carries 0.608; number 4, C, carries 0.701